This record from OMol25 describes a structure of composition C49H126F3O17Zn at a distorted geometry. The level of theory is ωB97M-V/def2-TZVPD.

Structure (ORCA input):
```
! RIJCOSX wB97M-V def2-TZVPD def2/J DEFGRID3
* xyz 1 1
Zn -10.2173 16.4965 -24.9660
C -11.9140 12.9760 -20.0999
O -12.8876 13.8622 -19.4281
O -11.5998 13.6569 -21.2656
C -10.7318 12.4661 -19.1618
F -10.9774 11.2927 -18.5567
F -9.5586 12.2032 -19.8229
F -10.3920 13.3679 -18.2510
C -13.7610 13.2673 -18.4747
C -14.5589 14.4285 -17.8039
H -14.9953 14.0823 -16.8669
H -13.9329 15.3126 -17.6830
H -15.3029 14.6391 -18.5722
H -13.2359 12.7355 -17.6813
H -14.4893 12.5803 -18.9057
H -12.4846 12.1155 -20.4492
C -16.2645 17.1357 -27.7559
C -15.6437 17.0512 -26.3830
C -16.5202 16.4143 -25.2888
O -14.4490 16.2582 -26.4053
H -15.5597 17.3748 -28.5522
H -17.2136 17.6440 -27.9264
H -16.5536 16.1151 -28.0064
H -15.3770 18.0649 -26.0838
H -17.4198 17.0182 -25.1704
H -16.0452 16.4496 -24.3084
H -16.8150 15.3735 -25.4228
H -14.7032 15.4025 -26.7587
C 0.4023 12.6805 -21.9529
C -0.3124 11.3682 -21.6247
C -1.8233 11.4324 -21.4946
O -0.0074 10.4266 -22.5418
H 0.1842 13.0901 -22.9392
H 1.4685 12.4547 -21.9301
H 0.1287 13.4485 -21.2294
H 0.1150 10.9456 -20.7154
H -2.2276 10.4801 -21.1516
H -2.2716 11.7504 -22.4359
H -2.1332 12.1412 -20.7266
H -0.6756 10.3980 -23.2305
C -22.1370 9.9851 -17.4893
C -23.4419 9.2881 -17.8084
C -24.3632 9.1987 -16.5907
O -24.1515 10.1211 -18.6693
H -22.3367 10.7911 -16.7832
H -21.6666 10.3230 -18.4127
H -21.3440 9.3972 -17.0270
H -23.3549 8.3064 -18.2740
H -25.2987 8.6606 -16.7436
H -24.5165 10.1412 -16.0650
H -23.8862 8.5553 -15.8514
H -25.0312 9.7460 -18.7526
C -2.4702 13.0598 -14.9753
C -3.8704 13.6702 -14.9290
C -4.8204 12.8303 -14.0960
O -3.8202 14.9752 -14.3568
H -2.0042 13.3874 -15.9046
H -2.5064 11.9704 -14.9708
H -1.8489 13.4018 -14.1475
H -4.2524 13.7328 -15.9480
H -5.8277 13.2419 -14.0328
H -4.3874 12.7199 -13.1018
H -4.8965 11.8181 -14.4932
H -3.0589 15.4578 -14.6873
C -5.4157 6.4624 -27.5353
C -5.0623 7.3811 -26.3421
C -5.3380 6.6940 -24.9587
O -3.6658 7.5482 -26.3453
H -4.8506 5.5344 -27.4471
H -5.0518 6.8676 -28.4795
H -6.4858 6.3095 -27.6749
H -5.5289 8.3652 -26.2982
H -4.6765 5.8636 -24.7115
H -6.3794 6.3725 -24.9748
H -5.2789 7.3437 -24.0855
H -3.4744 8.3405 -26.8525
C -18.1683 12.5742 -10.3179
C -17.1373 12.2660 -9.1918
C -17.2800 13.2589 -8.0489
O -17.2480 10.9418 -8.6548
H -19.1451 12.8047 -9.8926
H -18.3059 11.6999 -10.9541
H -18.0150 13.4904 -10.8883
H -16.1009 12.3393 -9.5214
H -16.5278 13.0592 -7.2857
H -18.2632 13.1127 -7.6017
H -17.1479 14.2545 -8.4725
H -16.4220 10.4868 -8.8345
C -14.1100 7.5327 -12.8187
C -12.7906 7.5643 -12.0258
C -11.8508 8.6935 -12.5236
O -13.0602 7.8048 -10.6933
H -14.0284 7.1279 -13.8274
H -14.5831 8.5133 -12.8706
H -14.7731 6.8155 -12.3349
H -12.3242 6.5792 -12.0297
H -11.6626 8.5641 -13.5894
H -10.8845 8.5782 -12.0326
H -12.3146 9.6602 -12.3272
H -12.4040 7.2959 -10.2115
C -13.5023 5.9243 -21.4239
C -14.1797 6.0298 -20.1157
C -15.5448 6.7036 -20.3534
O -14.4030 4.7322 -19.6974
H -12.5276 5.4494 -21.3124
H -13.2762 6.9084 -21.8345
H -14.0362 5.3187 -22.1562
H -13.5713 6.5885 -19.4045
H -16.1923 6.0426 -20.9294
H -15.4390 7.6641 -20.8578
H -15.9145 6.9274 -19.3527
H -14.7438 4.1879 -20.4110
C -12.1550 16.4001 -11.7827
C -11.5281 17.6798 -11.2340
C -11.9127 18.9167 -12.1343
O -12.0132 17.8388 -9.8727
H -11.9024 16.2192 -12.8275
H -13.2356 16.4360 -11.6438
H -11.8986 15.5390 -11.1657
H -10.4515 17.5179 -11.2866
H -11.6814 18.5992 -13.1511
H -11.2794 19.7661 -11.8784
H -12.9580 19.2178 -12.0655
H -12.5617 18.6260 -9.8385
C -19.9855 21.0042 -13.4521
C -20.2376 21.3475 -14.9698
C -19.7411 20.2549 -15.9163
O -21.5791 21.5638 -15.0948
H -20.3870 20.0150 -13.2319
H -20.6181 21.6283 -12.8209
H -18.9472 21.1993 -13.1837
H -19.8230 22.3212 -15.2310
H -18.6653 20.1348 -15.7886
H -19.9964 20.5214 -16.9419
H -20.2278 19.2901 -15.7735
H -21.6800 22.4794 -14.8245
C -24.7201 15.7207 -22.3687
C -23.2266 15.4534 -22.6569
C -22.3411 15.8412 -21.4330
O -23.1284 14.0930 -22.9388
H -25.0967 15.1620 -21.5119
H -25.2951 15.4229 -23.2455
H -24.8290 16.7937 -22.2106
H -22.9366 16.0190 -23.5424
H -22.7210 15.3349 -20.5457
H -22.3541 16.9149 -21.2457
H -21.3019 15.6164 -21.6731
H -23.3396 13.4986 -22.2152
C -14.0310 20.5162 -20.5089
C -12.5007 20.3228 -20.7461
C -11.7391 20.1011 -19.4353
O -12.3321 19.2035 -21.5507
H -14.2282 21.4655 -20.0108
H -14.4564 19.7359 -19.8779
H -14.5042 20.6168 -21.4856
H -11.9551 21.1222 -21.2476
H -10.6708 20.2824 -19.5533
H -11.9362 19.1157 -19.0131
H -12.1453 20.7351 -18.6472
H -12.6908 18.4534 -21.0710
C -4.1777 17.4744 -23.2431
C -5.3746 17.1957 -22.2858
C -5.1364 17.7191 -20.8338
O -6.4703 17.8001 -22.9133
H -4.3443 17.1617 -24.2739
H -3.3951 16.8274 -22.8469
H -3.7697 18.4850 -23.2236
H -5.4932 16.1155 -22.2015
H -6.0644 17.5504 -20.2875
H -4.8718 18.7765 -20.8269
H -4.3311 17.1560 -20.3619
H -6.0359 18.6332 -23.1105
C -12.4370 9.1054 -27.5274
C -13.9375 9.4233 -27.9099
C -14.9228 9.0880 -26.7741
O -14.0404 10.7952 -28.2929
H -12.0417 9.5718 -26.6250
H -11.7640 9.3698 -28.3430
H -12.2121 8.0473 -27.3934
H -14.1278 8.8398 -28.8107
H -14.7487 9.7100 -25.8961
H -14.8551 8.0496 -26.4496
H -15.9392 9.3293 -27.0854
H -13.3405 10.9282 -28.9365
C -6.1656 5.5096 -16.9330
C -6.0262 4.7187 -15.6231
C -6.9113 5.1837 -14.5120
O -6.2634 3.3872 -15.8789
H -5.8918 6.5522 -16.7711
H -7.2064 5.5057 -17.2568
H -5.5571 5.1530 -17.7640
H -4.9927 4.8493 -15.3022
H -6.6714 4.6005 -13.6230
H -7.9748 5.0496 -14.7097
H -6.6880 6.1782 -14.1258
H -7.2075 3.3578 -16.0505
*
```

The molar mass is 1109.9 g/mol. The value obtained for the HOMO energy is -11.033 eV. As for the max |F|: 5.19 eV/A. Its frontier orbital gap is 1.49 eV.